Record 1
Computed, not measured: the ion C2H5N2O2S with charge +1 at a distorted geometry, with ωB97M-V/def2-TZVPD.

Each line ends with the Mulliken charge.
Element x y z (Å)
S -0.79 -1.67 2.59  -0.025
O -0.04 -1.07 1.20  -0.336
C -0.56 0.02 0.56  0.052
N 0.54 0.56 -0.26  -0.041
C 0.29 0.34 -1.50  -0.083
N -0.89 -0.19 -1.65  0.019
O -1.49 -0.50 -0.45  -0.210
H 0.49 -2.04 3.19  0.217
H -1.20 0.62 1.29  0.457
H 1.37 1.09 -0.01  0.237
H 1.02 0.61 -2.18  0.447
H -1.60 -0.28 -2.35  0.267

The HOMO-LUMO gap comes out at 0.3325 Eh. The charge is +1. The relative energy (zero: lowest compared OMol25 entry of this formula, charge and spin) comes out at 0.957 eV. The HOMO energy is -13.044 eV.



Record 2
Computed, not measured: a cluster of 3 separate species, C2H5N2O3 in total at a distorted geometry, with ωB97M-V/def2-TZVPD.

Each line ends with the Mulliken charge.
Element x y z (Å)
C -0.43 -1.38 0.61  -0.952
C -1.63 -0.87 0.18  0.125
N 1.37 0.92 -1.81  -0.331
N 2.24 0.36 -1.36  0.869
O 3.16 -0.30 -1.06  -0.563
O -0.03 2.05 1.07  -0.715
O -2.02 0.39 0.21  -0.807
H -0.05 -0.77 1.42  0.245
H 0.04 -2.35 0.21  0.210
H 0.36 1.86 0.18  0.283
H -2.11 -1.42 -0.68  0.261
H -0.89 1.51 1.04  0.375

The HOMO-LUMO gap comes out at 0.2352 Eh. The charge is -1. The relative energy (zero: lowest compared OMol25 entry of this formula, charge and spin) comes out at 5.549 eV. The HOMO energy is -2.732 eV.



Record 3
Computed, not measured: the ion C2H5N2O3 with charge +1 at a distorted geometry, with ωB97M-V/def2-TZVPD.

Each line ends with the Löwdin spin population.
Element x y z (Å)
C 0.50 0.30 -1.59  0.011
C 0.08 0.47 0.82  0.163
N -1.36 0.83 0.96  0.868
N 0.03 -0.97 1.00  0.030
O 0.24 -0.88 -1.85  0.010
O -1.96 1.49 0.20  0.881
O 0.69 0.86 -0.45  0.014
H 0.57 0.82 -2.60  0.000
H 0.40 1.19 1.73  0.016
H 1.02 -1.18 0.99  0.003
H -0.01 -1.62 -1.14  0.000
H -0.21 -1.31 1.92  0.003

The HOMO-LUMO gap (spin up / spin down) comes out at 0.2778 / 0.3759 Eh. The charge is +1. The relative energy (zero: lowest compared OMol25 entry of this formula, charge and spin) comes out at 0.000 eV. The HOMO energy (spin up / spin down) is -12.752 / -16.270 eV. The multiplicity is 3.



Record 4
Computed, not measured: the ion C2H5N2O4 with charge -1 at a distorted geometry, with ωB97M-V/def2-TZVPD.

Each line ends with the Mulliken charge.
Element x y z (Å)
O 2.07 1.95 1.18  -0.707
C 1.55 0.94 0.82  0.608
O 1.66 -0.27 1.09  -0.818
N 0.59 1.15 -0.23  -0.067
N 0.00 0.13 -1.01  -0.485
C -1.19 -0.67 -0.20  0.148
O -0.79 -0.90 1.11  -0.557
O -1.28 -1.79 -1.01  -0.486
H 0.45 2.08 -0.36  0.149
H -0.60 0.66 -1.68  0.234
H -2.15 -0.09 -0.18  0.268
H 0.17 -0.95 1.25  0.412
H -0.47 -2.23 -0.76  0.301

The HOMO-LUMO gap comes out at 0.2791 Eh. The charge is -1. The relative energy (zero: lowest compared OMol25 entry of this formula, charge and spin) comes out at 3.287 eV. The HOMO energy is -3.756 eV.



Record 5
Computed, not measured: an isolated molecule of C2H5N2OP at a distorted geometry, with ωB97M-V/def2-TZVPD.

Each line ends with the Mulliken charge.
Element x y z (Å)
C 1.57 -0.35 0.04  0.510
C -0.96 0.82 -0.55  -0.537
N -1.50 0.34 0.59  -0.564
N 0.79 -1.32 0.35  -0.276
O 2.71 -0.33 -0.32  -0.570
P 0.78 1.30 0.15  0.087
H -0.61 0.01 -1.28  0.316
H -1.41 1.82 -0.91  0.340
H -2.16 1.06 1.01  0.247
H 0.96 -2.28 0.41  0.170
H -0.17 -1.06 0.49  0.277

The HOMO-LUMO gap (spin up / spin down) comes out at 0.2834 / 0.2840 Eh. The relative energy (zero: lowest compared OMol25 entry of this formula, charge and spin) comes out at 2.900 eV. The HOMO energy (spin up / spin down) is -8.931 / -8.706 eV.



Record 6
Computed, not measured: a cluster of 2 separate species, C2H5N2P in total at a distorted geometry, with ωB97M-V/def2-TZVPD.

Each line ends with the Mulliken charge.
Element x y z (Å)
C 1.05 -1.48 -0.72  -0.078
C -0.07 0.40 -0.76  -0.044
N 0.53 -2.19 -1.51  -0.397
N -0.22 0.88 0.38  -0.384
P -1.07 2.35 0.69  -0.049
H 1.93 -1.36 -0.16  0.343
H -0.33 0.68 -1.82  0.284
H 0.72 -3.13 -1.59  0.224
H -0.47 2.71 1.83  0.047
H -0.13 2.97 -0.21  0.055

The HOMO-LUMO gap comes out at 0.3148 Eh. The relative energy (zero: lowest compared OMol25 entry of this formula, charge and spin) comes out at 4.042 eV. The HOMO energy is -7.481 eV.



Record 7
Computed, not measured: an isolated molecule of C2H5N3O at a distorted geometry, with ωB97M-V/def2-TZVPD.

Each line ends with the Mulliken charge.
Element x y z (Å)
H -0.99 2.15 -1.26  0.266
N -1.35 1.20 -1.12  -0.651
C -0.44 0.50 -0.55  0.389
C -0.51 -0.93 -0.16  -0.205
N 0.51 -0.92 0.89  -0.310
N 1.55 -0.05 0.40  -0.263
O 0.90 0.97 -0.40  -0.242
H -0.25 -1.58 -1.00  0.185
H -1.50 -1.19 0.24  0.287
H 0.11 -0.65 1.79  0.285
H 1.96 0.49 1.17  0.260

The HOMO-LUMO gap comes out at 0.3620 Eh. The relative energy (zero: lowest compared OMol25 entry of this formula, charge and spin) comes out at 3.845 eV. The HOMO energy is -9.023 eV.



Record 8
Computed, not measured: an isolated molecule of C2H5N3O, with ωB97M-V/def2-TZVPD.

Each line ends with the Mulliken charge.
Element x y z (Å)
H 3.20 -0.50 0.10  0.267
N 2.26 -0.83 0.30  -0.543
C 1.45 -0.38 -0.53  0.131
O 0.12 -0.76 -0.43  -0.387
C -0.69 0.18 0.13  0.549
N -1.95 -0.35 0.32  -0.439
N -0.24 1.33 0.43  -0.646
H -0.93 1.91 0.89  0.209
H 1.64 0.27 -1.40  0.380
H -2.15 -1.19 -0.20  0.246
H -2.71 0.30 0.38  0.233

The HOMO-LUMO gap comes out at 0.3880 Eh. The relative energy (zero: lowest compared OMol25 entry of this formula, charge and spin) comes out at 1.206 eV. The HOMO energy is -9.698 eV.